Entry 1:
16
Properties=species:S:1:pos:R:3:mulliken_charge:R:1 method="wB97M-V/def2-TZVPD" lumo_energy_ha=0.021 de_lowest_ev=6.749 total_charge=0 e_tot_ev=-7851.410
C 1.8434 0.8279 -0.0930 -0.31
N 0.6859 0.3100 -0.0499 0.35
C 0.0225 -0.5067 1.0204 -0.91
C -1.4324 -0.0232 0.8069 -0.31
C -1.4929 1.0306 -0.3010 -0.66
C -0.4268 0.1532 -1.0015 -0.39
C -0.8847 -1.0503 -0.1269 -0.21
H 2.2527 1.2467 -1.0123 0.26
H 2.3990 -2.0527 0.6784 0.19
H 2.4061 0.8220 0.8433 0.33
H 1.7532 -1.8324 0.9870 -0.22
H -2.1369 -0.1564 1.6215 0.38
H -1.1906 2.0665 -0.0713 0.26
H -2.4465 1.0124 -0.8433 0.32
H -0.2081 0.2272 -2.0735 0.48
H -1.1438 -2.0748 -0.3847 0.44

Entry 2:
13
Properties=species:S:1:pos:R:3:mulliken_charge:R:1 method="wB97M-V/def2-TZVPD" lumo_energy_ha=0.019 de_lowest_ev=3.276 total_charge=0 smiles="C/C=P/[C@H]1CO1" e_tot_ev=-15594.161
C -2.4829 -0.5391 0.1049 -1.06
C -1.1163 0.0377 0.1311 -0.04
P -0.3168 1.1056 -0.8962 -0.10
C 1.4098 0.8840 0.0683 -0.18
C 2.4107 -0.0415 -0.4170 -0.25
O 2.6398 1.3461 -0.4273 -0.39
H -2.1243 -1.4429 -0.2429 0.33
H -3.1141 -0.1236 -0.5897 0.38
H -2.9020 -0.6116 1.1567 0.25
H -0.6167 -0.3669 0.9593 0.31
H 1.1481 1.1236 1.1424 0.32
H 2.8163 -0.7257 0.3596 0.21
H 2.2484 -0.6459 -1.3492 0.23

Entry 3:
20
Properties=species:S:1:pos:R:3:mulliken_charge:R:1 method="wB97M-V/def2-TZVPD" lumo_energy_ha="-0.189 / -0.189" de_lowest_ev=4.161 total_charge=+1 smiles="C1=[NH+]CCN1n1cccc1" e_tot_ev=-11880.853
C 1.3715 1.4017 0.1651 -0.12
N 2.5407 0.8793 -0.0758 -0.07
C 2.6204 -0.5325 -0.3356 -0.38
C 1.1747 -1.0247 0.0089 -0.76
N 0.4089 0.1543 0.3521 -0.02
N -0.9271 0.1319 0.3473 0.25
C -1.7283 -1.0285 0.4550 -0.33
C -3.0179 -0.7252 0.1058 -0.66
C -3.0537 0.6605 -0.1619 -0.36
C -1.7990 1.1765 0.0174 -0.09
H 1.0958 2.2159 0.8241 0.38
H 3.3863 1.4559 -0.2120 0.25
H 3.4008 -0.8725 0.4612 0.29
H 2.9231 -0.7238 -1.3722 0.32
H 0.7061 -1.6065 -0.8511 0.38
H 1.1090 -1.6805 0.8289 0.43
H -1.0735 -1.8684 0.5043 0.49
H -3.7223 -1.4612 -0.2576 0.37
H -3.9746 1.2690 -0.4695 0.33
H -1.4410 2.1790 -0.3345 0.30